(one)
The following is a quantum chemistry calculation of a molecular structure, C3H12N2O, from the OMol25 dataset.

Last column: Löwdin charge in e.
Cartesian coordinates (Å):
N -1.4913 -1.5470 1.6341  0.066
C 0.1627 -0.8314 -0.1023  -0.141
C -0.4815 -0.3170 -1.3357  -0.103
C 0.6363 0.2554 0.8902  -0.313
N 1.6448 1.1512 0.4238  0.088
H -1.5488 -2.3120 2.2975  0.021
H 0.9538 -1.5739 -0.2620  0.133
H -0.6794 -1.3511 0.5977  0.042
H -1.1921 0.4725 -1.0916  0.081
H -1.0134 -1.0887 -1.9087  0.096
H 0.2497 0.1930 -2.0051  0.097
H -0.2508 0.8136 1.1974  0.117
H 0.9196 -0.2366 1.8272  0.110
H 2.5173 0.6663 0.2390  0.087
H 1.3256 1.7133 -0.4319  0.024
H -2.4364 -1.2777 1.3801  0.024
H 0.3814 3.1026 -1.7844  -0.059
O 0.3025 2.1672 -1.5654  -0.371

Summary:
- HOMO energy (eV) = -8.146
- Kohn-Sham gap (eV) = 4.61
- lowest unoccupied orbital energy (eV) = -3.539



(two)
The following is a quantum chemistry calculation of 2 unconnected molecules or ions with the total composition C3H12N2O, from the OMol25 dataset.

Last column: Löwdin charge in e.
Cartesian coordinates (Å):
C 2.3645 0.9641 0.5319  -0.077
C 1.6985 -0.3979 0.6494  -0.330
O 2.5040 -1.3985 1.2824  -0.088
H 3.0196 1.0095 -0.3344  0.072
H 1.5526 1.6896 0.4354  0.072
H 2.8877 1.1884 1.4555  0.074
H 1.4437 -0.7903 -0.3347  0.100
H 0.7940 -0.3627 1.2193  0.089
H 3.3935 -1.3783 0.9001  0.082
N -2.8314 -0.7164 0.1836  -0.015
C -1.6635 0.0206 -0.3624  -0.370
N -1.7810 0.5097 -1.7192  0.002
H -3.2953 -0.1682 0.8981  0.047
H -3.5487 -0.8753 -0.5154  0.050
H -1.4038 0.7234 0.4273  0.100
H -0.8701 -0.7170 -0.4356  0.074
H -1.6001 -0.2521 -2.3516  0.059
H -2.6643 0.9514 -1.9296  0.059

Summary:
- HOMO energy (eV) = -8.999
- SMILES string = CCO.NCN
- Kohn-Sham gap (eV) = 9.96
- lowest unoccupied orbital energy (eV) = 0.959



(three)
The following is a quantum chemistry calculation of 2 unconnected molecules or ions with the total composition C3H12N2O, from the OMol25 dataset.

Last column: Löwdin charge in e.
Cartesian coordinates (Å):
C 1.2208 0.1360 -1.1751  -0.079
C 0.2609 0.2046 0.0220  -0.453
N -1.1398 0.0103 -0.4087  0.035
C 0.3541 1.6021 0.6438  -0.292
N -0.3778 1.7816 1.8690  -0.001
H 2.2840 0.1166 -0.9401  0.077
H 1.0256 -0.7812 -1.7469  0.062
H 1.0596 0.9053 -1.9344  0.082
H 0.5836 -0.5094 0.7849  0.132
H -1.2173 -0.1600 -1.4022  0.071
H -1.4952 -0.8771 -0.0513  0.060
H 0.0533 2.3888 -0.0445  0.117
H 1.4293 1.7517 0.8193  0.111
H -0.1739 1.0938 2.5749  0.060
H -1.3692 1.8519 1.7802  0.054
O -0.3390 -3.0870 -0.7432  -0.076
H 0.6033 -3.2597 -0.9802  0.059
H -0.3117 -2.1743 -0.3970  -0.019

Summary:
- HOMO energy (eV) = -8.929
- SMILES string = C[C@H](N)CN.O
- Kohn-Sham gap (eV) = 9.71
- lowest unoccupied orbital energy (eV) = 0.785



Sorted by energy, starting with the most stable: (three), (two), (one).